57
Properties=species:S:1:pos:R:3 method="wB97M-V/def2-TZVPD" multiplicity=3 total_charge=-1 s_squared=2.007 homo_ev="-2.84 / -4.54" gap_ev="4.988 / 6.541"
N -1.925 -1.560 -0.690
C 3.579 3.550 -3.072
C 2.742 1.855 2.544
H 1.067 -4.429 -1.245
H -3.919 0.687 3.334
C 3.383 1.190 -2.357
C 2.477 1.052 1.399
H 3.968 0.983 -3.241
H 3.777 2.244 2.624
C 2.885 2.554 -2.337
C 0.042 -4.700 -0.938
N -0.045 0.191 -2.633
H 4.541 3.214 -3.480
C -2.380 1.087 1.079
H 1.537 6.156 -2.845
H 2.028 2.634 4.366
O 0.920 2.222 -0.868
N -2.221 0.055 2.201
H -0.607 -1.040 1.355
C -0.319 -6.015 -0.675
O 0.390 -1.806 -0.627
C -0.137 0.518 -3.776
C 0.330 0.489 2.269
C 1.839 5.155 -2.583
C -0.805 -2.224 -0.779
C -2.623 -5.418 -0.273
C -2.840 0.410 3.491
H -3.674 -5.559 0.019
H -0.048 1.170 4.326
H 0.372 -6.801 -0.807
H -2.397 1.278 3.880
C 3.070 4.827 -3.175
C 1.172 4.287 -1.772
C -0.775 -0.480 2.278
H 0.265 4.560 -1.250
Pd 0.670 0.212 -0.788
H -1.884 -7.371 -0.018
O -4.221 -2.528 -1.473
C 1.742 2.056 3.475
C -2.276 -4.098 -0.540
H -2.121 0.549 0.164
S -0.225 1.008 -5.348
H -1.805 1.962 1.344
O 3.008 0.212 -1.697
C -1.636 -6.355 -0.326
H -3.454 1.367 1.115
O -3.748 -2.306 0.937
H 3.247 0.840 0.666
C 1.169 0.568 1.158
C 0.607 1.281 3.413
H -2.808 -0.478 4.131
C 1.691 2.934 -1.653
H -0.693 -1.167 3.132
S -3.238 -2.570 -0.419
C -0.939 -3.699 -0.872
H -2.743 -0.762 1.819
Cl 3.983 6.010 -3.964